The following is a quantum chemistry calculation of 13 unconnected molecules or ions with the total composition C88H189N7O11P in a non-equilibrium geometry, from the Open Molecules 2025 dataset.

The energy relative to the best compared isomer or geometry (same formula, charge and spin) comes out at 1093.4 kJ/mol. The net charge is +3. As for the gap between HOMO and LUMO: 0.112 Ha. The HOMO energy is -7.21 eV. The max |F| is 6.297 eV Å⁻¹. The total energy is -136524.625 eV.

Each atom is followed by the atoms it is bonded to, with distances in Å.
CARTESIAN COORDINATES (ANGSTROEM)
1 C -0.566 -4.647 -10.411  C25 1.506, C153 1.512, H241 1.090, H292 1.090
2 H 8.714 5.038 -5.800  C236 1.090
3 C 13.427 -4.052 -0.490  O36 1.270, O193 1.234, C291 1.545
4 H -2.928 -13.541 1.431  C277 1.090
5 C -0.219 -4.894 -12.983  H97 1.090, H138 1.090, C153 1.536, H202 1.090
6 H 6.899 -17.685 -7.333  C41 1.090
7 H 9.275 -13.655 7.409  C17 1.090
8 H 0.923 -17.142 -1.013  C272 1.090
9 H -1.918 -1.899 -3.508  C134 1.090
10 C 5.557 -13.819 -11.556  C20 1.519, N42 1.560, H78 1.090, H287 1.090
11 C 14.946 -5.920 -9.591  C21 1.491, H88 1.090, C154 1.539, H295 1.090
12 C -5.671 4.215 4.370  C82 1.538, C147 1.564, H200 1.090, H234 1.090
13 H -3.610 3.966 2.409  C226 1.090
14 C 1.424 -12.436 6.537  C155 1.551, H160 1.090, H220 1.090, H254 1.090
15 N 15.252 -7.288 -7.578  C43 1.555, C113 1.557, C154 1.542, C187 1.547
16 H 3.083 -1.966 -6.806  C30 1.090
17 C 10.240 -13.968 7.009  H7 1.090, H199 1.090, H210 1.090, N255 1.589
18 H 1.154 -14.416 0.098  C108 1.090
19 C -1.669 -15.241 -1.601  H44 1.090, N61 1.569, H240 1.090, H261 1.090
20 C 4.245 -13.101 -11.822  C10 1.519, H32 1.090, C62 1.493, H111 1.090
21 C 15.429 -5.038 -8.490  C11 1.491, H64 1.090, C187 1.533, H201 1.090
22 H 16.885 -8.751 -7.585  C43 1.090
23 C 3.304 -0.862 -10.601  C52 1.551, H123 1.090, H156 1.090, C215 1.601
24 H 13.701 2.600 -0.974  C260 1.090
25 C 0.881 -4.581 -9.996  C1 1.506, P144 1.849, H192 1.090, H221 1.090
26 H 7.235 -15.340 -10.488  C77 1.090
27 H 12.047 -14.828 10.749  C183 1.090
28 C 1.142 -8.228 -3.034  C118 1.554, H249 1.090, H288 1.090, H293 1.090
29 C 16.645 -10.632 -4.573  H76 1.090, H186 1.090, H195 1.090, C258 1.464
30 C 3.499 -2.946 -7.040  H16 1.090, H87 1.090, C179 1.513, C235 1.502
31 H 11.475 3.768 -3.573  C204 1.090
32 H 4.445 -12.029 -11.838  C20 1.090
33 C -9.291 3.886 5.937  H107 1.090, N130 1.574, C278 1.529, H286 1.090
34 C -1.190 -13.489 0.225  N61 1.571, H109 1.090, H232 1.090, C277 1.526
35 H -0.157 -2.085 -3.219  C134 1.090
36 O 12.413 -4.529 -1.087  C3 1.270
37 H 3.941 -14.280 -8.676  C203 1.090
38 H -10.522 4.124 3.354  C263 1.090
39 H 8.757 -9.165 6.666  C67 1.090
40 H 8.479 -10.856 -3.199  C103 1.090
41 C 7.279 -17.274 -8.268  H6 1.090, C121 1.554, C125 1.544, H128 1.090
42 N 5.547 -14.238 -10.054  C10 1.560, C77 1.536, C122 1.575, C203 1.550
43 C 16.004 -8.514 -6.988  N15 1.555, H22 1.090, C120 1.552, H167 1.090
44 H -2.720 -14.982 -1.470  C19 1.090
45 H 9.025 -8.382 8.262  C67 1.090
46 H 5.483 -8.945 -0.103  C129 1.090
47 H 13.061 -14.023 6.812  C180 1.090
48 C 13.564 -18.090 0.154  O92 1.273, O211 1.227, C228 1.536
49 C 11.016 4.741 -1.643  N56 1.548, H93 1.090, C204 1.574, H283 1.090
50 H -2.080 -11.440 1.863  C191 1.090
51 C 5.462 -6.164 0.446  C99 1.516, C230 1.484, H239 1.090, H270 1.090
52 C 3.652 0.427 -11.389  C23 1.551, H133 1.090, H175 1.090, H290 1.090
53 H 9.009 -8.208 0.927  C100 1.090
54 H 9.381 -16.792 -7.756  C125 1.090
55 H 3.782 -15.421 -10.006  C203 1.090
56 N 11.684 3.573 -0.878  C49 1.548, C60 1.570, C178 1.546, C260 1.535
57 H 5.014 -4.198 0.770  C230 1.090
58 H -11.406 4.125 5.624  C278 1.090
59 O 4.878 1.726 8.140  H168 0.960, C264 1.318
60 C 11.958 4.082 0.582  N56 1.570, C132 1.517, H229 1.090, H242 1.090
61 N -0.928 -14.965 -0.245  C19 1.569, C34 1.571, C108 1.547, C116 1.531
62 C 3.386 -13.373 -10.632  C20 1.493, H135 1.090, C203 1.490, H217 1.090
63 C 5.897 -2.258 -7.645  H137 1.090, H197 1.090, C235 1.535, H250 1.090
64 H 14.647 -4.445 -8.016  C21 1.090
65 H 0.102 -1.451 -6.573  C227 1.090
66 H 13.093 -17.192 -1.795  C228 1.090
67 C 9.474 -8.648 7.305  H39 1.090, H45 1.090, C73 1.567, H150 1.090
68 C -0.504 -17.193 0.635  C116 1.567, H237 1.090, H253 1.090, C272 1.564
69 H 18.064 -9.661 -5.894  C258 1.090
70 H 6.170 -10.921 -0.858  C91 1.090
71 H -4.645 -11.659 1.219  C104 1.090
72 O 2.456 -13.786 4.882  C155 1.249
73 C 10.792 -9.489 7.412  C67 1.567, H141 1.090, H146 1.090, C190 1.586
74 O 5.791 1.215 6.250  C264 1.211
75 H -7.041 6.471 5.132  C294 1.090
76 H 17.353 -11.291 -4.070  C29 1.090
77 C 6.337 -15.548 -9.907  H26 1.090, N42 1.536, C121 1.519, H194 1.090
78 H 6.434 -13.198 -11.742  C10 1.090
79 H -2.492 -16.206 0.768  C116 1.090
80 H 12.509 2.193 1.379  C132 1.090
81 H 12.831 2.763 -2.483  C260 1.090
82 C -4.431 3.305 4.383  C12 1.538, H218 1.090, C226 1.513, H273 1.090
83 H 5.590 -12.119 -9.203  C122 1.090
84 H 3.127 -4.527 -8.433  C179 1.090
85 H 6.147 -8.601 1.337  C129 1.090
86 H 0.789 -14.988 -1.459  C108 1.090
87 H 2.957 -3.613 -6.370  C30 1.090
88 H 13.876 -5.807 -9.763  C11 1.090
89 H 10.088 -11.019 8.870  C190 1.090
90 H -3.225 -13.079 -0.367  C277 1.090
91 C 7.086 -10.950 -0.269  H70 1.090, H105 1.090, C149 1.526, N248 1.533
92 O 13.078 -17.636 1.240  C48 1.273
93 H 10.210 5.055 -0.980  C49 1.090
94 H 14.814 -17.308 -1.340  C228 1.090
95 H -1.871 -10.907 0.243  C191 1.090
96 H 12.205 -11.741 6.864  C185 1.090
97 H -0.573 -5.528 -13.796  C5 1.090
98 H 14.408 -8.028 -9.475  C154 1.090
99 C 6.576 -6.997 -0.158  C51 1.516, C129 1.524, H140 1.090, H251 1.090
100 C 8.625 -9.226 0.859  H53 1.090, H127 1.090, H223 1.090, N248 1.519
101 H 15.884 -5.639 -6.412  C187 1.090
102 C -0.897 -2.846 -5.169  C134 1.585, C227 1.544, H245 1.090, H276 1.090
103 C 8.570 -10.572 -2.151  H40 1.090, C149 1.529, H161 1.090, C196 1.535
104 C -3.912 -10.996 0.760  H71 1.090, H148 1.090, C191 1.481, H212 1.090
105 H 6.930 -11.387 0.718  C91 1.090
106 H 12.444 -13.195 10.970  C183 1.090
107 H -9.150 2.850 5.629  C33 1.090
108 C 0.592 -15.201 -0.408  H18 1.090, N61 1.547, H86 1.090, C272 1.545
109 H -0.839 -13.026 -0.698  C34 1.090
110 H 17.082 -7.350 -5.570  C120 1.090
111 H 3.923 -13.494 -12.786  C20 1.090
112 H 5.067 -2.815 -5.691  C235 1.090
113 C 13.778 -7.189 -7.084  N15 1.557, H158 1.090, H181 1.090, H265 1.090
114 H 13.926 -13.110 9.248  C173 1.090
115 H 0.057 -1.484 -9.580  C269 1.090
116 C -1.435 -15.945 0.816  N61 1.531, C68 1.567, H79 1.090, H296 1.090
117 H -2.743 4.484 3.808  C226 1.090
118 C 1.778 -9.168 -4.095  C28 1.554, O268 1.244, O281 1.230
119 H 9.641 2.784 1.023  C259 1.090
120 C 16.469 -8.251 -5.531  C43 1.552, H110 1.090, H214 1.090, C258 1.517
121 C 6.776 -15.819 -8.478  C41 1.554, C77 1.519, H143 1.090, H271 1.090
122 C 6.079 -13.089 -9.117  N42 1.575, H83 1.090, H171 1.090, H238 1.090
123 H 4.023 -1.632 -10.881  C23 1.090
124 H -0.528 -6.484 -11.527  C153 1.090
125 C 8.806 -17.484 -8.372  C41 1.544, H54 1.090, H224 1.090, H289 1.090
126 H 6.740 -4.476 0.962  C230 1.090
127 H 8.273 -9.499 1.854  C100 1.090
128 H 6.864 -17.914 -9.046  C41 1.090
129 C 6.371 -8.442 0.282  H46 1.090, H85 1.090, C99 1.524, N248 1.571
130 N -8.083 4.603 5.228  C33 1.574, C147 1.570, C164 1.568, C294 1.522
131 C 0.037 -3.479 -7.390  P144 1.868, H159 1.090, C227 1.562, H233 1.090
132 C 11.725 2.932 1.544  C60 1.517, H80 1.090, H198 1.090, C259 1.517
133 H 4.720 0.646 -11.358  C52 1.090
134 C -0.924 -1.833 -3.952  H9 1.090, H35 1.090, C102 1.585, H184 1.090
135 H 3.235 -12.484 -10.021  C62 1.090
136 C 10.911 -13.670 9.489  C183 1.520, H189 1.090, N255 1.567, H282 1.090
137 H 5.562 -1.283 -7.998  C63 1.090
138 H 0.859 -4.803 -13.118  C5 1.090
139 H 7.044 -9.266 -2.226  C196 1.090
140 H 7.592 -6.634 -0.005  C99 1.090
141 H 11.536 -8.974 8.019  C73 1.090
142 H -2.615 2.824 3.372  C226 1.090
143 H 5.947 -15.577 -7.813  C121 1.090
144 P 1.282 -3.260 -8.765  C25 1.849, C131 1.868, C179 1.827, C269 1.823
145 H 3.673 -3.068 -9.227  C179 1.090
146 H 11.230 -9.457 6.415  C73 1.090
147 C -6.848 3.634 5.221  C12 1.564, N130 1.570, H151 1.090, H182 1.090
148 H -4.017 -9.983 1.149  C104 1.090
149 C 8.033 -11.666 -1.228  C91 1.526, C103 1.529, H172 1.090, H188 1.090
150 H 9.549 -7.696 6.780  C67 1.090
151 H -7.193 2.725 4.727  C147 1.090
152 H 10.279 5.983 -4.049  C284 1.090
153 C -0.810 -5.441 -11.675  C1 1.512, C5 1.536, H124 1.090, H205 1.090
154 C 15.195 -7.364 -9.118  C11 1.539, N15 1.542, H98 1.090, H262 1.090
155 C 2.609 -12.772 5.595  C14 1.551, O72 1.249, O257 1.207
156 H 3.560 -0.598 -9.575  C23 1.090
157 H 6.064 -4.445 -0.668  C230 1.090
158 H 13.128 -7.917 -7.569  C113 1.090
159 H -0.925 -3.228 -7.836  C131 1.090
160 H 1.673 -12.550 7.592  C14 1.090
161 H 9.647 -10.545 -1.989  C103 1.090
162 H 1.350 -0.828 -8.710  C269 1.090
163 H 8.861 3.405 -4.944  C236 1.090
164 C -8.664 4.806 3.786  N130 1.568, H207 1.090, H216 1.090, C263 1.543
165 H -10.629 5.615 6.031  C278 1.090
166 H 13.261 -5.398 1.120  C291 1.090
167 H 15.318 -9.336 -7.192  C43 1.090
168 H 4.412 1.402 7.366  O59 0.960
169 H 1.395 -0.506 -11.438  C215 1.090
170 H 12.195 -11.585 8.689  C185 1.090
171 H 5.967 -13.366 -8.069  C122 1.090
172 H 8.860 -12.041 -0.625  C149 1.090
173 C 13.350 -14.028 9.134  H114 1.090, C180 1.515, C183 1.529, H244 1.090
174 H 13.756 -16.020 -0.753  C228 1.090
175 H 3.175 0.163 -12.333  C52 1.090
176 H 10.191 4.231 -5.733  C236 1.090
177 H 9.902 3.392 -2.863  C204 1.090
178 C 10.809 2.317 -0.667  N56 1.546, H219 1.090, H225 1.090, C259 1.541
179 C 3.064 -3.439 -8.403  C30 1.513, H84 1.090, P144 1.827, H145 1.090
180 C 12.643 -14.196 7.804  H47 1.090, C173 1.515, H222 1.090, N255 1.563
181 H 13.476 -6.148 -7.204  C113 1.090
182 H -6.507 3.468 6.243  C147 1.090
183 C 12.241 -13.919 10.181  H27 1.090, H106 1.090, C136 1.520, C173 1.529
184 H -0.809 -0.835 -4.376  C134 1.090
185 C 11.645 -11.867 7.791  H96 1.090, H170 1.090, C190 1.572, N255 1.559
186 H 15.837 -10.370 -3.890  C29 1.090
187 C 16.047 -5.968 -7.439  N15 1.547, C21 1.533, H101 1.090, H266 1.090
188 H 7.556 -12.443 -1.825  C149 1.090
189 H 10.254 -12.923 9.935  C136 1.090
190 C 10.361 -10.962 7.816  C73 1.586, H89 1.090, C185 1.572, H208 1.090
191 C -2.527 -11.509 0.871  H50 1.090, H95 1.090, C104 1.481, C277 1.549
192 H 1.539 -4.525 -10.863  C25 1.090
193 O 14.318 -3.352 -0.978  C3 1.234
194 H 5.783 -16.400 -10.302  C77 1.090
195 H 16.186 -11.205 -5.378  C29 1.090
196 C 7.939 -9.284 -1.604  C103 1.535, H139 1.090, N248 1.572, H252 1.090
197 H 6.766 -2.006 -7.037  C63 1.090
198 H 11.702 3.164 2.609  C132 1.090
199 H 10.288 -15.055 6.945  C17 1.090
200 H -6.015 4.269 3.337  C12 1.090
201 H 16.052 -4.207 -8.821  C21 1.090
202 H -0.517 -3.859 -13.147  C5 1.090
203 C 4.034 -14.390 -9.757  H37 1.090, N42 1.550, H55 1.090, C62 1.490
204 C 10.611 4.195 -3.063  H31 1.090, C49 1.574, H177 1.090, C284 1.525
205 H -1.888 -5.461 -11.835  C153 1.090
206 H 1.634 -16.784 0.682  C272 1.090
207 H -8.071 5.586 3.308  C164 1.090
208 H 9.432 -11.320 7.373  C190 1.090
209 O 7.055 1.932 7.822  C264 1.236
210 H 10.457 -13.509 6.044  C17 1.090
211 O 13.811 -19.262 -0.114  C48 1.227
212 H -4.297 -11.011 -0.260  C104 1.090
213 H 8.792 5.383 -3.360  C284 1.090
214 H 15.688 -8.052 -4.797  C120 1.090
215 C 1.787 -1.321 -10.828  C23 1.601, H169 1.090, C269 1.532, H274 1.090
216 H -8.362 3.932 3.208  C164 1.090
217 H 2.373 -13.562 -10.988  C62 1.090
218 H -4.081 3.074 5.389  C82 1.090
219 H 9.836 2.482 -1.130  C178 1.090
220 H 0.578 -13.073 6.280  C14 1.090
221 H 1.187 -5.563 -9.635  C25 1.090
222 H 12.241 -15.206 7.730  C180 1.090
223 H 9.441 -9.887 0.569  C100 1.090
224 H 9.062 -17.400 -9.428  C125 1.090
225 H 11.364 1.465 -1.062  C178 1.090
226 C -3.323 3.651 3.412  H13 1.090, C82 1.513, H117 1.090, H142 1.090
227 C 0.186 -2.473 -6.205  H65 1.090, C102 1.544, C131 1.562, H279 1.090
228 C 13.809 -17.085 -0.981  C48 1.536, H66 1.090, H94 1.090, H174 1.090
229 H 11.293 4.896 0.870  C60 1.090
230 C 5.868 -4.739 0.363  C51 1.484, H57 1.090, H126 1.090, H157 1.090
231 H 10.226 1.274 1.234  C259 1.090
232 H -0.548 -13.350 1.095  C34 1.090
233 H 0.003 -4.505 -7.024  C131 1.090
234 H -5.288 5.167 4.736  C12 1.090
235 C 4.965 -3.079 -6.743  C30 1.502, C63 1.535, H112 1.090, H256 1.090
236 C 9.289 4.388 -5.141  H2 1.090, H163 1.090, H176 1.090, C284 1.478
237 H -0.104 -17.680 1.524  C68 1.090
238 H 7.092 -12.754 -9.340  C122 1.090
239 H 4.479 -6.319 0.001  C51 1.090
240 H -1.245 -14.656 -2.417  C19 1.090
241 H -0.930 -3.642 -10.626  C1 1.090
242 H 12.964 4.484 0.700  C60 1.090
243 H -7.234 5.662 6.744  C294 1.090
244 H 14.068 -14.821 9.346  C173 1.090
245 H -0.799 -3.880 -4.838  C102 1.090
246 H 13.487 4.201 -1.838  C260 1.090
247 H 17.921 -9.013 -4.355  C258 1.090
248 N 7.484 -9.478 -0.112  C91 1.533, C100 1.519, C129 1.571, C196 1.572
249 H 1.335 -8.546 -2.009  C28 1.090
250 H 6.253 -2.765 -8.542  C63 1.090
251 H 6.366 -6.903 -1.224  C99 1.090
252 H 8.441 -8.339 -1.809  C196 1.090
253 H -0.904 -17.933 -0.059  C68 1.090
254 H 1.051 -11.418 6.427  C14 1.090
255 N 11.327 -13.377 8.007  C17 1.589, C136 1.567, C180 1.563, C185 1.559
256 H 5.282 -4.118 -6.830  C235 1.090
257 O 3.594 -12.077 5.542  C155 1.207
258 C 17.305 -9.454 -5.139  C29 1.464, H69 1.090, C120 1.517, H247 1.090
259 C 10.567 2.236 0.852  H119 1.090, C132 1.517, C178 1.541, H231 1.090
260 C 13.036 3.257 -1.534  H24 1.090, N56 1.535, H81 1.090, H246 1.090
261 H -1.481 -16.295 -1.805  C19 1.090
262 H 16.185 -7.652 -9.469  C154 1.090
263 C -10.185 4.925 4.012  H38 1.090, C164 1.543, H267 1.090, C278 1.495
264 C 5.956 1.555 7.401  O59 1.318, O74 1.211, O209 1.236
265 H 13.853 -7.387 -6.015  C113 1.090
266 H 17.044 -6.260 -7.767  C187 1.090
267 H -10.597 5.868 3.653  C263 1.090
268 O 1.927 -8.730 -5.249  C118 1.244
269 C 1.136 -1.584 -9.466  H115 1.090, P144 1.823, H162 1.090, C215 1.532
270 H 5.373 -6.510 1.476  C51 1.090
271 H 7.573 -15.140 -8.175  C121 1.090
272 C 0.815 -16.682 -0.031  H8 1.090, C68 1.564, C108 1.545, H206 1.090
273 H -4.606 2.266 4.102  C82 1.090
274 H 1.760 -2.146 -11.540  C215 1.090
275 H 12.565 -3.857 1.459  C291 1.090
276 H -1.876 -2.702 -5.627  C102 1.090
277 C -2.609 -13.018 0.530  H4 1.090, C34 1.526, H90 1.090, C191 1.549
278 C -10.494 4.699 5.457  C33 1.529, H58 1.090, H165 1.090, C263 1.495
279 H 1.184 -2.423 -5.768  C227 1.090
280 H 14.368 -3.933 1.462  C291 1.090
281 O 2.171 -10.293 -3.790  C118 1.230
282 H 10.485 -14.655 9.301  C136 1.090
283 H 11.787 5.509 -1.590  C49 1.090
284 C 9.690 5.078 -3.897  H152 1.090, C204 1.525, H213 1.090, C236 1.478
285 H -8.675 6.436 6.035  C294 1.090
286 H -9.047 3.980 6.996  C33 1.090
287 H 5.737 -14.671 -12.212  C10 1.090
288 H 0.064 -8.219 -3.199  C28 1.090
289 H 9.099 -18.431 -7.918  C125 1.090
290 H 3.046 1.304 -11.161  C52 1.090
291 C 13.449 -4.328 1.029  C3 1.545, H166 1.090, H275 1.090, H280 1.090
292 H -1.096 -5.060 -9.552  C1 1.090
293 H 1.529 -7.216 -3.151  C28 1.090
294 C -7.719 5.960 5.815  H75 1.090, N130 1.522, H243 1.090, H285 1.090
295 H 15.432 -5.814 -10.561  C11 1.090
296 H -1.386 -15.417 1.768  C116 1.090